Record 1
# C37H30AlN5O7SbTe

A molecular structure, C37H30AlN5O7SbTe (the ωB97M-V functional and the def2-TZVPD basis, the OMol25 dataset).

As for the frontier orbital gap: 6.93 eV. The LUMO energy is -3.4 eV. As for the calculated total energy: -81060.7759 eV.

```
! wB97M-V def2-TZVPD RIJCOSX def2/J DEFGRID3
* xyz 1 1
Al -0.2215 1.8298 0.2043
C -1.5566 -0.5585 1.9264
C -0.6378 0.3249 2.7041
C -0.5907 0.1982 4.0910
C 0.2052 1.0333 4.8398
C 0.9806 1.9807 4.1819
C 0.9243 2.0579 2.8080
N 0.1236 1.2473 2.0776
Sb 2.3211 3.3564 1.8254
C 2.7106 1.8560 0.3440
C 4.0370 1.5293 0.1647
C 4.3936 0.6727 -0.8689
C 3.4063 0.2537 -1.7262
C 2.0740 0.6251 -1.5222
C 1.0723 0.2186 -2.5478
N 1.7183 1.3652 -0.4460
C 0.9687 4.3941 0.5064
C 0.9619 5.7692 0.5619
C 0.2143 6.4798 -0.3751
C -0.4614 5.7862 -1.3496
C -0.4274 4.3919 -1.3613
C -1.1568 3.6400 -2.4293
N 0.2650 3.7176 -0.4333
H -1.7409 -1.4771 2.4812
H -2.5137 -0.0495 1.7836
H -1.1457 -0.8206 0.9545
H -1.1971 -0.5649 4.5582
H 0.2362 0.9467 5.9177
H 1.6318 2.6416 4.7381
H 4.7904 1.9384 0.8248
H 5.4212 0.3665 -1.0121
H 3.6353 -0.3852 -2.5675
H 1.5495 -0.4251 -3.2828
H 0.2252 -0.2981 -2.1144
H 0.7015 1.1071 -3.0669
H 1.5339 6.2921 1.3169
H 0.1777 7.5604 -0.3428
H -1.0389 6.3001 -2.1049
H -2.1850 3.9937 -2.4982
H -0.6727 3.8191 -3.3916
H -1.1646 2.5659 -2.2551
O -3.3158 3.9605 0.0148
C -2.7764 2.8857 0.1311
O -1.7000 2.6729 0.8536
C -3.3189 1.6534 -0.5385
C -4.6855 1.5774 -0.7172
C -5.2379 0.4059 -1.2024
C -4.4586 -0.6876 -1.4924
C -3.0830 -0.5938 -1.3409
C -2.4609 0.5892 -0.8961
O -1.1449 0.7194 -0.8192
N -2.3395 -1.8276 -1.6324
O -2.9792 -2.8530 -1.7309
O -1.1256 -1.7770 -1.7342
N -6.6948 0.3116 -1.3854
O -7.3487 1.2955 -1.1159
O -7.1328 -0.7240 -1.8374
H -5.3073 2.4241 -0.4630
H -4.9050 -1.6075 -1.8370
Te 1.5515 -1.9574 0.7520
C 0.5973 -3.6508 1.5560
C -0.2648 -4.4042 0.7645
C -0.9361 -5.4862 1.3141
C -0.7691 -5.8019 2.6560
C 0.0780 -5.0415 3.4487
C 0.7683 -3.9687 2.8989
C 2.7835 -2.8689 -0.6886
C 2.2537 -3.1727 -1.9399
C 3.0741 -3.6963 -2.9309
C 4.4221 -3.9085 -2.6770
C 4.9502 -3.6088 -1.4281
C 4.1326 -3.0908 -0.4330
H -0.4234 -4.1406 -0.2744
H -1.6005 -6.0764 0.6970
H -1.2995 -6.6422 3.0837
H 0.2137 -5.2915 4.4928
H 1.4523 -3.3932 3.5105
H 1.2031 -2.9979 -2.1403
H 2.6590 -3.9406 -3.9001
H 5.0601 -4.3170 -3.4496
H 5.9982 -3.7883 -1.2261
H 4.5423 -2.8612 0.5427
*
```

---

Record 2
# C24H28N4O5

A single C24H28N4O5 molecule at a distorted geometry (the ωB97M-V functional and the def2-TZVPD basis, the OMol25 dataset).

As for the frontier orbital gap: 7.22 eV. The LUMO energy is -0.5 eV. As for the calculated total energy: -41538.3155 eV. The calculation puts the energy above the lowest of the compared OMol25 structures with the same formula, charge and spin at 128.6 kcal/mol. As for the SMILES: COc1ccc(N2CCN(C(=O)C3CCN(C(=O)c4ccc([N+](=O)[O-])cc4)CC3)CC2)cc1.

```
! wB97M-V def2-TZVPD RIJCOSX def2/J DEFGRID3
* xyz 0 1
C 2.3894 4.9650 -0.2173
H 2.0155 4.6681 -1.2028
O 2.1955 3.9498 0.7354
C 2.7915 2.7412 0.5265
C 2.5418 1.7602 1.4836
C 3.0705 0.4932 1.3618
C 3.8960 0.1583 0.2857
C 4.1570 1.1543 -0.6547
C 3.6101 2.4204 -0.5493
H 3.8418 3.1484 -1.3108
H 4.8129 0.9494 -1.4870
N 4.5133 -1.0965 0.1403
C 4.3632 -1.7499 -1.1411
H 5.0152 -2.6270 -1.1405
C 2.8866 -2.1657 -1.3592
N 2.2506 -2.3547 -0.0723
C 0.9816 -2.0231 0.2659
O 0.5766 -2.1820 1.4046
C 0.0893 -1.4719 -0.8448
H 0.3870 -1.9322 -1.7916
C -1.3837 -1.8396 -0.6070
H -1.4650 -2.9051 -0.3885
C -2.0076 -1.0485 0.5461
N -1.8243 0.3662 0.3265
C -2.7762 1.2257 -0.0812
O -2.5432 2.3577 -0.4664
C -4.1969 0.7410 0.0098
C -4.8002 0.5547 1.2521
C -6.1320 0.2005 1.3300
C -6.8592 0.0320 0.1569
C -6.2736 0.2293 -1.0879
C -4.9430 0.5918 -1.1554
H -4.4741 0.7659 -2.1117
H -6.8699 0.1004 -1.9782
N -8.2465 -0.3501 0.2334
O -8.7304 -0.4984 1.3355
O -8.8466 -0.5048 -0.8092
H -6.6214 0.0501 2.2802
H -4.2216 0.6927 2.1527
C -0.4300 0.7436 0.2448
C 0.2331 0.0566 -0.9468
H 1.2830 0.3512 -0.9807
H -0.2514 0.3977 -1.8651
H -0.3751 1.8281 0.1398
H 0.0642 0.4405 1.1710
H -3.0692 -1.2856 0.6229
H -1.5057 -1.3256 1.4768
H -1.9421 -1.6321 -1.5237
C 3.1073 -2.9699 0.9255
C 4.3535 -2.0875 1.1827
H 5.2516 -2.7155 1.1745
H 4.3088 -1.5948 2.1512
H 2.5130 -3.0969 1.8304
H 3.4077 -3.9574 0.5577
H 2.3820 -1.3732 -1.9081
H 2.8366 -3.0920 -1.9481
H 4.6817 -1.0965 -1.9515
H 2.8092 -0.2353 2.1119
H 1.9112 2.0128 2.3212
H 3.4447 5.2469 -0.2976
H 1.8157 5.8182 0.1406
*
```

---

Record 3
# C75H66BN2O13S

5 unconnected molecules or ions with the total composition C75H66BN2O13S at a distorted geometry (the ωB97M-V functional and the def2-TZVPD basis, the OMol25 dataset).

As for the frontier orbital gap: 5.73 eV. The LUMO energy is -4.9 eV. As for the calculated total energy: -119934.4793 eV.

```
! wB97M-V def2-TZVPD RIJCOSX def2/J DEFGRID3
* xyz 1 1
C -0.3961 -6.4492 4.1820
C 0.2964 -5.0183 3.6701
C -0.9349 -3.9277 3.5208
C -0.4706 -2.4575 2.9580
C -1.6500 -1.6925 2.0593
C -3.0930 -1.6518 2.8438
C -4.3443 -1.0914 1.9284
C -5.6788 -0.6971 2.8138
N -5.7921 -1.6054 4.0329
C -6.4194 -2.9870 3.7500
C -6.6363 -4.1460 4.8885
O -7.3007 -5.4189 4.4688
C -8.7421 -5.0851 4.5085
C -9.6283 -6.0503 3.4756
C -9.1233 -5.6755 1.9542
O -9.3934 -7.4510 3.8689
C -6.1153 -3.8393 6.4118
B -6.2639 -4.9817 7.5869
O -7.1743 -4.8584 8.7747
C -5.3523 -6.3653 7.4947
C -3.7741 -6.1395 7.9498
C -5.4314 -2.3357 6.6769
S -4.8143 -2.0421 8.4363
C -5.2898 -1.2189 5.4398
C -4.5800 0.2491 5.7403
O -5.0656 0.9154 6.9575
N -6.3970 1.0995 6.9496
O -6.7654 0.7460 8.0853
H 0.3737 -7.1518 4.7157
H -0.8933 -6.9654 3.2359
H -1.2109 -6.1567 4.9764
H 0.8468 -5.2405 2.6604
H 1.0762 -4.6850 4.4813
H -1.4069 -3.8218 4.6079
H -1.7602 -4.3762 2.8015
H -0.1708 -1.8130 3.9161
H 0.4798 -2.6176 2.2875
H -1.7222 -2.1131 0.9555
H -1.2702 -0.5654 1.9533
H -2.9795 -0.9111 3.7447
H -3.4297 -2.7011 3.2740
H -4.6769 -2.0106 1.2429
H -4.0594 -0.2194 1.1983
H -5.7900 0.4435 3.0472
H -6.6113 -0.9772 2.1222
H -6.7860 -3.2361 2.6448
H -8.9863 -3.9739 4.2023
H -9.1172 -5.1985 5.6282
H -10.7936 -5.8358 3.6087
H -9.6381 -6.3315 1.1227
H -9.3856 -4.5272 1.7869
H -7.9544 -5.7932 1.8273
H -9.5136 -7.4553 4.8779
H -6.5922 -4.4409 9.5031
H -5.7851 -7.1916 8.2348
H -5.3215 -6.8096 6.3894
H -3.6897 -5.3987 8.8626
H -3.1022 -5.7363 7.0783
H -3.2783 -7.1626 8.3101
H -3.4137 -2.0918 8.5125
H -4.7256 1.0254 4.8542
H -3.3980 0.0993 5.8165
C 7.0858 -6.7154 1.9453
C 7.9868 -7.0363 0.9304
C 7.5860 -6.9725 -0.4051
C 6.2757 -6.5981 -0.7266
C 5.3679 -6.3010 0.2892
C 5.7772 -6.3486 1.6282
C 3.9697 -5.9531 -0.0361
O 3.1726 -5.6886 0.8555
C 3.5440 -5.9371 -1.4498
C 2.2071 -5.6656 -1.7691
C 1.7991 -5.6353 -3.1043
C 2.7240 -5.8662 -4.1222
C 4.0552 -6.1425 -3.8069
C 4.4635 -6.1876 -2.4672
C 5.8658 -6.5159 -2.1427
O 6.6783 -6.7235 -3.0365
H 7.4008 -6.7563 2.9858
H 9.0031 -7.3346 1.1782
H 8.2964 -7.2194 -1.1924
H 5.0778 -6.1048 2.4260
H 1.4793 -5.4811 -0.9805
H 0.7594 -5.4294 -3.3498
H 2.4079 -5.8356 -5.1627
H 4.7706 -6.3266 -4.6067
C -4.9182 5.0947 -0.9100
C -5.1224 3.8206 -0.3809
C -4.0346 2.9750 -0.1568
C -2.7390 3.4004 -0.4742
C -2.5376 4.6649 -1.0261
C -3.6286 5.5188 -1.2338
C -1.1810 5.1051 -1.4109
O -1.0027 6.2171 -1.8924
C -0.0444 4.1832 -1.2151
C 1.2384 4.5653 -1.6288
C 2.3211 3.7047 -1.4352
C 2.1282 2.4675 -0.8212
C 0.8504 2.0819 -0.4132
C -0.2396 2.9379 -0.6196
C -1.5927 2.5061 -0.2171
O -1.7638 1.4170 0.3184
H -5.7649 5.7572 -1.0761
H -6.1288 3.4853 -0.1404
H -4.2011 1.9837 0.2614
H -3.4775 6.5126 -1.6516
H 1.3981 5.5308 -2.1060
H 3.3155 4.0013 -1.7619
H 2.9726 1.8000 -0.6637
H 0.7067 1.1125 0.0610
C 9.5467 1.6250 -0.2793
C 8.1816 1.6808 0.0009
C 7.3764 2.6269 -0.6352
C 7.9402 3.5288 -1.5458
C 9.3092 3.4889 -1.8073
C 10.1127 2.5271 -1.1812
C 9.9231 4.4672 -2.7283
O 11.1250 4.4306 -2.9612
C 9.0696 5.4950 -3.3571
C 9.6478 6.4644 -4.1870
C 8.8460 7.4319 -4.7963
C 7.4672 7.4286 -4.5869
C 6.8893 6.4675 -3.7562
C 7.6938 5.5047 -3.1324
C 7.0777 4.5145 -2.2274
O 5.8666 4.5137 -2.0391
H 10.1727 0.8816 0.2095
H 7.7428 0.9859 0.7134
H 6.3105 2.6612 -0.4155
H 11.1799 2.4811 -1.3908
H 10.7231 6.4721 -4.3582
H 9.2977 8.1870 -5.4361
H 6.8415 8.1777 -5.0672
H 5.8128 6.4741 -3.5935
C -0.7199 4.9650 -10.4118
C 0.1713 5.8475 -11.0216
C 0.7654 6.8665 -10.2754
C 0.4581 7.0113 -8.9171
C -0.4517 6.1441 -8.3134
C -1.0335 5.1111 -9.0598
C -0.8211 6.3181 -6.8938
O -1.6175 5.5545 -6.3618
C -0.2239 7.4299 -6.1275
C -0.6090 7.6416 -4.7972
C -0.0392 8.6827 -4.0612
C 0.9210 9.5073 -4.6468
C 1.3024 9.3023 -5.9735
C 0.7212 8.2673 -6.7182
C 1.1050 8.0810 -8.1315
O 1.9453 8.8082 -8.6483
H -1.1760 4.1651 -10.9911
H 0.4059 5.7414 -12.0784
H 1.4643 7.5486 -10.7569
H -1.7342 4.4218 -8.5919
H -1.3556 7.0002 -4.3315
H -0.3435 8.8485 -3.0300
H 1.3703 10.3139 -4.0715
H 2.0490 9.9532 -6.4255
*
```

---

Record 4
# C4H8O2

2 unconnected molecules or ions with the total composition C4H8O2 (the ωB97M-V functional and the def2-TZVPD basis, the OMol25 dataset).

As for the frontier orbital gap (spin up / spin down): 8.33 / 8.33 eV. The LUMO energy (spin up / spin down) is -0.4 / -0.4 eV. As for the calculated total energy: -8367.7966 eV. The calculation puts the energy above the lowest of the compared OMol25 structures with the same formula, charge and spin at 126.5 kcal/mol.

```
! wB97M-V def2-TZVPD RIJCOSX def2/J DEFGRID3
* xyz 0 1
C -0.2390 -1.8902 0.4352
O -1.1762 -0.2977 -0.4474
C -0.4529 0.6234 -0.9645
C -0.2904 1.9446 -0.2489
C 0.8361 1.0791 0.1309
O 0.7990 0.2947 1.1755
H -1.1945 -2.3517 0.2207
H 0.1083 -2.1626 1.4407
H 0.5125 -2.0996 -0.3253
H -0.0495 0.5052 -1.9757
H -1.0377 2.1366 0.5163
H -0.0481 2.7859 -0.8952
H 1.7770 1.1470 -0.4186
H 0.1242 -0.5567 0.9378
*
```

---

Record 5
# C18H50O6

7 unconnected molecules or ions with the total composition C18H50O6 at a distorted geometry (the ωB97M-V functional and the def2-TZVPD basis, the OMol25 dataset).

As for the frontier orbital gap: 10.41 eV. The LUMO energy is 0.7 eV. As for the calculated total energy: -31750.5043 eV. The calculation puts the energy above the lowest of the compared OMol25 structures with the same formula, charge and spin at 33.2 kcal/mol. As for the SMILES: CCCCCC.CCO.CCO.CCO.CCO.CCO.CCO.

```
! wB97M-V def2-TZVPD RIJCOSX def2/J DEFGRID3
* xyz 0 1
C 1.9016 4.0665 2.4899
C 1.6566 2.7365 3.1879
C 0.3576 2.0195 2.6919
C 0.1706 0.5425 3.2989
C -0.9204 -0.2145 2.6889
C -0.7124 -0.5955 1.2129
H 1.1016 4.7685 2.5799
H 1.8526 3.7485 1.2799
H 2.7606 4.4565 2.5339
H 1.6066 3.0615 4.2519
H 2.3776 2.1295 3.0289
H 0.2796 1.8985 1.6819
H -0.2574 2.7065 2.9959
H 0.1306 0.8015 4.3829
H 1.0916 0.2445 3.2679
H -1.7434 0.3715 2.7099
H -1.1004 -1.1615 3.1499
H 0.4626 -1.0205 0.9689
H -0.8984 0.3165 0.5889
H -1.5054 -1.1585 0.7479
C -1.3464 3.2295 -3.6461
C -0.0994 2.5445 -3.0821
O -0.5524 1.4675 -2.3701
H -1.7834 3.6595 -2.7841
H -1.8614 2.4025 -4.3231
H -0.9864 4.0075 -4.1991
H 0.4206 3.1665 -2.2931
H 0.6036 2.4005 -3.8041
H 0.1956 1.0415 -2.0541
C 0.0696 -4.6585 1.9429
C -1.2624 -4.3385 1.4089
O -0.9074 -3.8265 0.0329
H 0.1616 -5.1325 2.8749
H 0.6156 -3.8185 1.9349
H 0.6626 -5.3645 1.3109
H -1.4894 -3.4695 2.0699
H -1.9214 -5.3365 1.5249
H -1.6304 -3.4475 -0.5591
C 3.6686 -2.9125 -1.8771
C 2.5466 -3.6335 -1.1321
O 1.4676 -2.7265 -1.0691
H 3.1816 -2.4975 -2.7051
H 4.2466 -3.7565 -2.0561
H 4.4536 -2.3255 -1.4401
H 2.8126 -4.0065 -0.1921
H 1.9796 -4.3315 -1.7791
H 0.8176 -3.1695 -0.6371
C 3.0736 1.7435 -0.8441
C 2.8486 0.2735 -0.8001
O 1.7226 -0.1795 -1.6661
H 3.0726 2.0085 -1.8591
H 3.9876 2.3095 -0.1521
H 2.2876 2.3015 -0.6511
H 2.5826 0.0365 0.1779
H 3.6686 -0.4495 -1.0061
H 1.7506 -1.2285 -1.4481
C -3.1744 2.8305 1.3809
C -2.4064 3.1215 0.0939
O -2.8174 2.1895 -0.9661
H -2.7564 1.7955 1.6059
H -4.0444 2.7585 1.2979
H -2.7634 3.7095 1.9719
H -1.4054 3.0275 0.4079
H -2.4804 4.0985 -0.0251
H -2.0354 1.9705 -1.5151
C -1.7854 -1.8395 -2.3751
C -3.1084 -1.6785 -1.6841
O -3.2704 -2.9745 -1.0411
H -1.6814 -2.7235 -2.9731
H -0.9604 -1.7135 -1.6991
H -1.6894 -1.0705 -3.0231
H -3.9864 -1.3325 -2.5721
H -3.0754 -0.9265 -0.8441
H -4.2294 -2.9465 -0.6301
*
```

---

Record 6
# C3H5N3O

A single C3H5N3O molecule at a distorted geometry (the ωB97M-V functional and the def2-TZVPD basis, the OMol25 dataset).

As for the frontier orbital gap: 10.89 eV. The LUMO energy is 0.9 eV. As for the calculated total energy: -9707.4485 eV. The calculation puts the energy above the lowest of the compared OMol25 structures with the same formula, charge and spin at 72.3 kcal/mol. As for the SMILES: OCc1nc[nH]n1.

```
! wB97M-V def2-TZVPD RIJCOSX def2/J DEFGRID3
* xyz 0 1
O -2.4399 0.9723 -0.1989
C -1.6446 -0.1009 0.1871
C -0.1830 0.0729 -0.0152
N 0.4901 0.9286 -0.6922
N 1.9226 0.4816 -0.2401
C 1.8539 -0.6962 0.4581
N 0.6559 -1.0982 0.7371
H -2.0627 1.2134 -1.0442
H -1.8781 -1.0349 -0.3427
H -1.8127 -0.2064 1.2520
H 2.5975 1.0253 -0.7511
H 2.5009 -1.5576 0.6500
*
```

---

What is the formula in the fifth record? C18H50O6

---

calculated total energy of number 1 (C37H30AlN5O7SbTe)? -81060.7759 eV